# 1
9
Properties=species:S:1:pos:R:3 method="wB97M-V/def2-TZVPD" multiplicity=1 e_lumo_ev=3.2 charge=-1
C -0.4547 -1.1928 -0.3875
N 1.4410 0.3793 -0.0092
O -0.6623 1.0969 1.2817
O -0.4869 1.4088 -1.1962
S -0.2639 0.5333 -0.0476
Br -3.0411 -0.8707 0.1164
H -0.0921 -1.3999 0.6696
H 1.8826 -0.4655 0.5178
H 1.6776 0.5106 -0.9451

---

# 2
22
Properties=species:S:1:pos:R:3 method="wB97M-V/def2-TZVPD" multiplicity=6 s_squared=8.8110 e_lumo_ev="-17.7 / -20.5" charge=+4
Ir 0.2061 -1.6278 -3.0088
Ti -0.8778 -0.5693 -1.1961
Cl -2.5106 -1.7895 -0.4791
Cl -1.1721 0.9286 -2.8403
C 1.2157 -1.7729 -1.3646
C -1.2958 -2.6063 -3.6455
C 1.2008 -0.9715 -4.5042
O 2.0440 -1.9635 -0.5559
O -2.2589 -3.1413 -3.9955
O 1.7304 -0.6311 -5.4786
N 0.3072 2.8806 5.2745
C 0.2821 2.2926 4.2625
C 0.2409 1.5900 2.9983
C 0.4109 2.2586 1.7801
C 0.2566 1.5719 0.5874
N -0.0608 0.2478 0.5665
C -0.1594 -0.4373 1.7438
C -0.0047 0.2125 2.9640
H 0.6246 3.3327 1.7555
H 0.3403 2.0664 -0.3875
H -0.4070 -1.5008 1.6512
H -0.1126 -0.3705 3.8722

---

# 3
37
Properties=species:S:1:pos:R:3 method="wB97M-V/def2-TZVPD" multiplicity=1 smiles="O=C1c2ccccc2CN1c1cccc([C@H]2N=Nc3cccn32)n1" e_lumo_ev=-0.1 charge=0
O 2.6677 1.7421 1.8509
C 1.7120 2.1084 1.1632
C 1.5050 3.4198 0.5819
C 2.2818 4.5795 0.6654
C 1.8671 5.7064 -0.0520
C 0.7401 5.7212 -0.8552
C -0.0459 4.5316 -0.9028
C 0.3686 3.3996 -0.2022
C -0.2255 2.0438 -0.1464
N 0.6376 1.3391 0.8211
C 0.6683 -0.0581 0.9629
C 0.9968 -0.6777 2.1784
C 0.9889 -2.0564 2.3584
C 0.6377 -2.7960 1.2440
C 0.3148 -2.1478 0.0311
C -0.0548 -2.8880 -1.2442
N 0.5587 -4.2127 -1.4431
N -0.2751 -5.1754 -1.5775
C -1.5169 -4.6265 -1.3881
C -2.8147 -5.0540 -1.2471
C -3.5601 -3.7897 -0.9240
C -2.6651 -2.7410 -0.8998
N -1.4461 -3.3017 -1.1986
N 0.2991 -0.8030 -0.0688
H 3.1776 4.6027 1.2657
H 2.4470 6.6006 0.0030
H 0.4411 6.6131 -1.3789
H -0.9724 4.4671 -1.4877
H -0.2264 1.5635 -1.1440
H -1.2343 2.0786 0.2491
H 1.3182 -0.0973 3.0396
H 1.2178 -2.5419 3.3054
H 0.6939 -3.8697 1.2194
H 0.1018 -2.2036 -2.1039
H -3.1624 -6.0842 -1.2825
H -4.6207 -3.7262 -0.7236
H -2.8211 -1.6662 -0.6694

---

# 4
31
Properties=species:S:1:pos:R:3 method="wB97M-V/def2-TZVPD" multiplicity=3 s_squared=2.0134 e_lumo_ev="-8.6 / -7.8" charge=+2
V 0.6968 0.3048 1.0627
C 2.6443 0.4560 -2.7452
C 1.3920 0.4452 -1.9430
O 1.4392 0.5971 -0.6815
N 0.2140 0.2972 -2.5087
C -1.0438 0.3370 -1.7598
C -1.3227 -0.9045 -0.9419
C -2.1891 -1.8655 -1.4212
C -2.4694 -2.9922 -0.6543
C -1.8807 -3.1201 0.5903
C -1.0347 -2.1177 1.0244
N -0.7487 -1.0397 0.2761
H 3.5029 0.3982 -2.0840
H 2.6943 1.3825 -3.3213
H 2.6534 -0.3788 -3.4463
H 0.1782 0.1783 -3.5119
H -1.8376 0.4580 -2.4926
H -1.0514 1.2393 -1.1418
H -2.6541 -1.7304 -2.3883
H -3.1489 -3.7477 -1.0254
H -2.0739 -3.9685 1.2304
H -0.5766 -2.1582 2.0049
N 0.6160 2.6289 2.0367
C 0.7838 2.2733 3.5059
C 0.8386 0.8107 3.2014
O -0.2414 0.2700 2.7933
O 1.8899 0.3318 2.6626
H 1.3604 3.2594 1.7530
H -0.2626 3.1226 1.9118
H -0.0754 2.5604 4.1019
H 1.7072 2.6728 3.9117

---

# 5
27
Properties=species:S:1:pos:R:3 method="wB97M-V/def2-TZVPD" multiplicity=2 s_squared=0.7721 e_lumo_ev="-3.7 / -7.1" charge=+1
C -1.4101 3.6095 1.4160
C 1.2189 1.0741 0.7920
C 0.1267 1.8458 0.3025
C -0.2039 2.7480 1.3406
C 0.5430 2.4172 2.4623
C 1.1995 -0.2322 -1.1457
C 1.8117 0.0591 0.0735
C 0.2039 0.5650 -1.7394
C -0.3351 1.5848 -0.9853
N 1.4441 1.4208 2.1314
H 1.4761 -1.0621 -1.7904
H 2.7378 -0.4760 0.2539
H -0.1964 0.3315 -2.7113
H -1.1804 2.1855 -1.3208
H 2.0547 0.9280 2.7606
H 0.6608 2.7541 3.4805
H -1.1432 4.6737 1.4995
H -1.9574 3.3434 2.3353
H -2.0952 3.3453 0.6142
C -0.1270 -3.2654 -1.2270
C -1.0953 -4.4854 -1.2529
H 0.3492 -3.2379 -0.2526
H 0.6624 -3.2691 -1.9970
H -0.7028 -2.3263 -1.2724
H -0.7303 -5.2162 -1.9707
H -2.1515 -4.3323 -1.5205
H -1.1602 -4.9827 -0.2763

---

# 6
15
Properties=species:S:1:pos:R:3 method="wB97M-V/def2-TZVPD" multiplicity=1 smiles="C=C=[N+]([O-])O.COC#N" e_lumo_ev=0.7 charge=0
C 0.3917 0.1390 2.9959
C 1.0985 -0.0581 1.9265
N 1.7374 -0.3592 0.8758
O 1.3243 -0.9594 -0.0864
O 3.1766 -0.0230 0.9951
H -0.1592 1.0364 3.1814
H 0.3666 -0.3620 3.9340
H 3.4575 0.8642 0.6413
C -1.5192 -0.2199 -2.9351
O -1.9386 -0.6557 -1.5971
C -1.8580 0.1183 -0.5596
N -1.7617 0.7953 0.3571
H -2.4603 -0.1981 -3.6243
H -0.9059 -0.9110 -3.3319
H -0.9497 0.7934 -2.7726

---

In the order shown, the computed E_tot values come out to -87546.82811; -69462.89417; -28373.70258; -46884.11350; -13132.52560; -13360.23653 eV.